{
  "formula": "C27H27FN8O3",
  "method": "ωB97M-V/def2-TZVPD",
  "lumo_energy_ha": 0.0149,
  "e_tot_ev": -49218.0531,
  "smiles": "Cc1c(NC(=O)OC[C@@H]2COCCN2)cn2ncnc(Nc3ccc4c(cnn4Cc4cccc(F)c4)c3)c12",
  "homo_ev": -7.73,
  "species": ["C", "C", "C", "N", "C", "O", "O", "C", "C", "C", "O", "C", "C", "N", "C", "N", "N", "C", "N", "C", "N", "C", "C", "C", "C", "C", "C", "N", "N", "C", "C", "C", "C", "C", "C", "F", "C", "C", "C", "H", "H", "H", "H", "H", "H", "H", "H", "H", "H", "H", "H", "H", "H", "H", "H", "H", "H", "H", "H", "H", "H", "H", "H", "H", "H", "H"],
  "positions_angstrom": [[0.89268, 0.55174, 0.60271], [1.29561, -0.82983, 0.19364], [2.60763, -1.29511, -0.00572], [3.76087, -0.53178, 0.15254], [5.03412, -0.96401, -0.02921], [5.38440, -2.06788, -0.34999], [5.88555, 0.06771, 0.21589], [7.26417, -0.24028, 0.05767], [8.08080, 1.00642, 0.37548], [7.78828, 2.13019, -0.62796], [8.56311, 3.27299, -0.35750], [9.93830, 2.96791, -0.41114], [10.29759, 1.87115, 0.59223], [9.49858, 0.69788, 0.27954], [2.55614, -2.63000, -0.38307], [1.26616, -2.99221, -0.42104], [0.79730, -4.20076, -0.74456], [-0.49357, -4.31644, -0.71542], [-1.39424, -3.37921, -0.39847], [-0.94314, -2.17889, -0.07129], [-1.79496, -1.18393, 0.27137], [-3.18738, -1.17857, 0.35676], [-3.77388, 0.02917, 0.79952], [-5.13093, 0.17884, 0.93356], [-5.92466, -0.91945, 0.61050], [-5.35303, -2.13430, 0.15783], [-6.47511, -2.97215, -0.06910], [-7.58816, -2.34252, 0.21195], [-7.26958, -1.11136, 0.62878], [-8.28693, -0.16570, 0.99248], [-8.25058, 1.05953, 0.11274], [-8.08909, 0.92658, -1.26145], [-8.04284, 2.04337, -2.07623], [-8.16125, 3.31234, -1.53521], [-8.32603, 3.42912, -0.16796], [-8.44048, 4.65787, 0.37791], [-8.36895, 2.32647, 0.66514], [-3.97021, -2.26859, 0.03073], [0.45751, -1.91577, -0.07172], [0.24486, 1.01161, -0.14576], [1.76749, 1.18934, 0.70912], [0.37623, 0.54483, 1.56455], [3.64946, 0.43313, 0.42604], [7.53168, -1.06139, 0.73331], [7.45491, -0.57235, -0.96826], [7.80061, 1.36822, 1.38346], [6.74452, 2.43834, -0.56148], [8.00263, 1.76067, -1.64177], [10.46668, 3.89473, -0.18294], [10.20536, 2.62841, -1.42243], [11.35369, 1.61351, 0.49910], [10.10709, 2.24683, 1.61249], [9.73740, -0.07186, 0.89732], [3.35020, -3.30619, -0.61634], [-0.89015, -5.28639, -0.97659], [-1.35391, -0.31122, 0.51957], [-3.12556, 0.86091, 1.03957], [-5.56222, 1.10922, 1.26846], [-6.49508, -3.98445, -0.41907], [-9.24336, -0.68533, 0.87811], [-8.16957, 0.12289, 2.04348], [-7.99861, -0.05966, -1.69114], [-7.91508, 1.92725, -3.14139], [-8.12822, 4.19701, -2.15054], [-8.49561, 2.46629, 1.72791], [-3.51927, -3.18490, -0.30666]]
}

***

{
  "formula": "C10H14ClNO3S",
  "method": "ωB97M-V/def2-TZVPD",
  "lumo_energy_ha": 0.0145,
  "e_tot_ev": -41588.3761,
  "e_above_lowest_kcal_mol": 0.0,
  "smiles": "COC(=O)C1=C(NC(=O)CCCCl)CCS1",
  "homo_ev": -7.79,
  "species": ["C", "O", "C", "O", "C", "C", "N", "C", "O", "C", "C", "C", "Cl", "C", "C", "S", "H", "H", "H", "H", "H", "H", "H", "H", "H", "H", "H", "H", "H", "H"],
  "positions_angstrom": [[2.49472, 3.64557, 0.38767], [2.64486, 2.30351, -0.04683], [1.63211, 1.48011, 0.21120], [0.61210, 1.82328, 0.79223], [1.86175, 0.13336, -0.27357], [0.97312, -0.88744, -0.16341], [-0.23692, -0.71680, 0.45682], [-1.26306, -1.61913, 0.56213], [-1.21919, -2.74208, 0.11536], [-2.47288, -1.04439, 1.27351], [-3.46132, -0.44118, 0.26486], [-2.88333, 0.76812, -0.45463], [-4.13616, 1.51937, -1.48121], [1.39526, -2.17638, -0.79690], [2.89045, -2.07592, -1.08697], [3.34864, -0.29339, -1.10940], [3.40811, 4.15906, 0.10024], [2.35749, 3.68095, 1.47061], [1.62782, 4.10517, -0.09194], [-0.35368, 0.22976, 0.82722], [-2.97112, -1.86147, 1.79636], [-2.16849, -0.28757, 1.99717], [-3.73871, -1.20296, -0.46595], [-4.36485, -0.13936, 0.79781], [-2.06316, 0.49424, -1.11785], [-2.55012, 1.53420, 0.24660], [1.16970, -3.02166, -0.14660], [0.81612, -2.31819, -1.71431], [3.16589, -2.50365, -2.04721], [3.48484, -2.54510, -0.30299]]
}

***

{
  "formula": "C7H10",
  "method": "ωB97M-V/def2-TZVPD",
  "lumo_energy_ha": 0.0436,
  "e_tot_ev": -7418.3661,
  "e_above_lowest_kcal_mol": 61.5,
  "smiles": "C1[C@@H]2CC3(CC3)[C@H]12",
  "homo_ev": -9.10,
  "species": ["C", "C", "C", "C", "C", "C", "C", "H", "H", "H", "H", "H", "H", "H", "H", "H", "H"],
  "positions_angstrom": [[-1.50865, 1.21462, 0.85270], [-0.95652, 1.18852, -0.53855], [-0.74431, -0.24524, -1.04303], [0.31045, -0.41902, 0.04718], [1.76564, -0.63901, -0.21669], [0.94838, -1.72447, 0.43454], [-0.05143, 0.92417, 0.66502], [-2.21101, 0.46676, 1.21729], [-1.70146, 2.21959, 1.22887], [-0.96255, 2.05965, -1.18655], [-0.36119, -0.34992, -2.06224], [-1.62584, -0.88853, -0.92504], [2.15808, -0.72533, -1.22694], [2.40245, -0.07666, 0.46460], [0.66601, -2.54620, -0.22302], [1.15910, -2.04586, 1.45084], [0.71286, 1.58692, 1.06103]]
}

***

{
  "formula": "C56H125N8O",
  "method": "ωB97M-V/def2-TZVPD",
  "lumo_energy_ha": -0.4418,
  "e_tot_ev": -73997.3163,
  "total_charge": 7,
  "e_above_lowest_kcal_mol": 0.0,
  "homo_ev": -21.14,
  "species": ["C", "C", "N", "C", "C", "N", "C", "C", "H", "H", "H", "H", "H", "H", "H", "H", "H", "H", "H", "C", "C", "C", "C", "N", "C", "C", "C", "C", "C", "H", "H", "H", "H", "H", "H", "H", "H", "H", "H", "H", "H", "H", "H", "H", "H", "H", "H", "H", "H", "C", "C", "C", "C", "N", "C", "C", "C", "C", "C", "H", "H", "H", "H", "H", "H", "H", "H", "H", "H", "H", "H", "H", "H", "H", "H", "H", "H", "H", "H", "C", "C", "C", "C", "N", "C", "C", "C", "C", "C", "H", "H", "H", "H", "H", "H", "H", "H", "H", "H", "H", "H", "H", "H", "H", "H", "H", "H", "H", "H", "C", "C", "C", "C", "N", "C", "C", "C", "C", "C", "H", "H", "H", "H", "H", "H", "H", "H", "H", "H", "H", "H", "H", "H", "H", "H", "H", "H", "H", "H", "C", "C", "C", "C", "N", "C", "C", "C", "C", "C", "H", "H", "H", "H", "H", "H", "H", "H", "H", "H", "H", "H", "H", "H", "H", "H", "H", "H", "H", "H", "C", "N", "C", "C", "C", "C", "O", "H", "H", "H", "H", "H", "H", "H", "H", "H", "H", "H", "H", "H", "H"],
  "positions_angstrom": [[-12.75740, 17.62845, -9.27677], [-13.71256, 18.70815, -9.78540], [-14.79723, 18.90472, -8.78888], [-14.64872, 19.21526, -7.45965], [-15.88321, 19.17230, -6.90670], [-16.77793, 18.93878, -7.92254], [-16.08128, 18.74684, -9.05288], [-18.21377, 18.71161, -7.78919], [-13.31461, 16.73033, -9.01136], [-12.16243, 17.98443, -8.43577], [-12.03621, 17.34883, -10.04325], [-14.18120, 18.30821, -10.68148], [-13.19887, 19.64843, -9.96308], [-13.69593, 19.44991, -7.01752], [-16.21359, 19.41718, -5.91382], [-16.54162, 18.47210, -9.98650], [-18.46193, 17.72113, -8.17781], [-18.75846, 19.44319, -8.38435], [-18.57750, 18.69740, -6.76613], [-30.32261, 24.41340, 0.75214], [-29.80370, 25.81597, 0.40952], [-29.22137, 25.90536, -1.00363], [-30.26598, 25.98045, -2.08939], [-29.70048, 25.62650, -3.46452], [-30.81909, 25.74739, -4.47233], [-30.44189, 24.76806, -5.56095], [-29.78919, 23.59026, -4.83598], [-29.24897, 24.17651, -3.51466], [-28.57474, 26.52324, -3.88004], [-30.83450, 23.94784, -0.09563], [-30.87771, 24.40730, 1.68295], [-29.44244, 23.76780, 0.86095], [-29.01951, 26.04972, 1.12740], [-30.59431, 26.55973, 0.52717], [-28.45823, 25.12778, -1.09724], [-28.67983, 26.85844, -1.03516], [-30.77764, 26.93280, -2.20963], [-31.02686, 25.21083, -1.93957], [-30.95327, 26.76022, -4.84433], [-31.75496, 25.44527, -4.00338], [-29.75726, 25.18873, -6.30117], [-31.28007, 24.41280, -6.15841], [-29.07823, 23.02504, -5.43518], [-30.59224, 22.88960, -4.59232], [-28.16968, 24.14328, -3.39187], [-29.64731, 23.64294, -2.65448], [-27.70044, 26.26587, -3.29210], [-28.83761, 27.56819, -3.74806], [-28.42322, 26.27366, -4.92689], [-27.43977, 16.38508, -8.43090], [-28.01414, 16.45701, -6.99498], [-28.76122, 17.73483, -6.57577], [-29.26478, 17.56920, -5.13626], [-30.10581, 18.69237, -4.50285], [-31.34083, 19.00593, -5.33742], [-32.55186, 18.81379, -4.41251], [-32.05126, 17.72502, -3.47024], [-30.62671, 18.13356, -3.15139], [-29.33222, 19.91270, -4.16067], [-26.92196, 17.29166, -8.76216], [-28.33341, 16.42921, -9.05812], [-26.85209, 15.47963, -8.52666], [-27.13900, 16.40445, -6.32455], [-28.60134, 15.56466, -6.78581], [-29.68495, 17.76644, -7.16391], [-28.23985, 18.67798, -6.74946], [-28.42993, 17.42944, -4.44820], [-29.98815, 16.75738, -5.07703], [-31.15869, 20.00301, -5.73468], [-31.43379, 18.31496, -6.16980], [-32.87336, 19.71814, -3.89882], [-33.37924, 18.49676, -5.04442], [-32.63021, 17.69873, -2.54546], [-32.09220, 16.69577, -3.83144], [-30.70167, 19.01062, -2.51179], [-29.92767, 17.37192, -2.82766], [-28.70239, 19.66709, -3.30754], [-30.01078, 20.70189, -3.84562], [-28.75315, 20.24614, -5.01848], [-24.47758, 22.69762, -11.67726], [-23.38066, 22.10942, -10.76417], [-23.80437, 20.95821, -9.84189], [-22.62982, 20.08023, -9.45516], [-22.93866, 18.82926, -8.64683], [-21.75507, 18.15954, -7.97386], [-22.33092, 17.33700, -6.82105], [-23.46461, 18.22746, -6.29634], [-23.76490, 19.24050, -7.41469], [-23.60259, 17.80274, -9.50500], [-24.91594, 23.60594, -11.25524], [-25.33324, 22.07010, -11.92529], [-23.99358, 23.02468, -12.59522], [-22.87439, 22.91157, -10.23030], [-22.66702, 21.68156, -11.47543], [-24.56311, 20.34017, -10.33351], [-24.34139, 21.34042, -8.96943], [-21.87798, 20.65877, -8.90903], [-22.05716, 19.68574, -10.29888], [-21.15373, 17.53574, -8.63253], [-21.12491, 18.95276, -7.56839], [-22.83152, 16.41367, -7.11870], [-21.64256, 17.06296, -6.02481], [-24.38964, 17.76694, -5.95634], [-23.08098, 18.78828, -5.43998], [-24.78801, 19.24929, -7.78046], [-23.41753, 20.22002, -7.10260], [-23.89354, 16.90471, -8.96750], [-22.82601, 17.56637, -10.22721], [-24.50754, 18.21243, -9.94252], [-20.80337, 13.37284, -9.06538], [-20.74829, 13.53225, -7.53920], [-20.28172, 12.29084, -6.75859], [-21.01307, 11.00085, -7.09508], [-20.44693, 9.73579, -6.51723], [-19.03018, 9.54287, -7.01788], [-18.83306, 8.01562, -7.14889], [-20.20934, 7.38039, -6.90464], [-21.20837, 8.52718, -7.00674], [-20.50197, 9.82460, -5.01583], [-21.47108, 12.56742, -9.35833], [-19.78222, 13.24270, -9.42426], [-21.16197, 14.29694, -9.52221], [-21.70240, 13.87968, -7.12194], [-20.06462, 14.37101, -7.36708], [-20.28920, 12.52778, -5.69366], [-19.22988, 12.17949, -7.04433], [-21.06610, 10.86962, -8.17745], [-22.08091, 11.04692, -6.85639], [-18.30339, 9.98220, -6.34341], [-18.96706, 9.97000, -8.01591], [-18.05694, 7.68313, -6.46523], [-18.51924, 7.77295, -8.16112], [-20.26408, 6.78110, -5.99780], [-20.44819, 6.67909, -7.70392], [-22.11464, 8.39155, -6.41886], [-21.50912, 8.70169, -8.03880], [-20.34154, 8.83684, -4.59704], [-21.48296, 10.24307, -4.80402], [-19.75268, 10.53326, -4.67890], [-26.95055, 25.00128, -13.85659], [-26.39632, 23.91910, -14.77079], [-26.43514, 24.37033, -16.26584], [-25.42530, 25.44292, -16.58370], [-25.36818, 25.85888, -18.03818], [-24.70812, 24.90364, -18.98821], [-23.18803, 25.13097, -18.92772], [-23.05487, 26.50591, -18.25819], [-24.46182, 27.07787, -18.11407], [-26.71975, 26.23234, -18.55377], [-26.26956, 25.85102, -13.78429], [-26.91193, 24.60596, -12.83418], [-27.97040, 25.31091, -14.06592], [-26.91029, 22.96445, -14.69845], [-25.32305, 23.79641, -14.59022], [-27.45452, 24.74217, -16.43006], [-26.46559, 23.51342, -16.94444], [-24.40001, 25.10712, -16.40161], [-25.58408, 26.32235, -15.96599], [-25.08212, 25.06166, -19.99873], [-25.03105, 23.88519, -18.77074], [-22.71816, 25.07944, -19.90218], [-22.82790, 24.36165, -18.24675], [-22.43034, 27.22364, -18.78860], [-22.59223, 26.42898, -17.27330], [-24.83166, 27.64155, -18.96934], [-24.48677, 27.75366, -17.26206], [-27.11221, 27.09413, -18.02301], [-27.37036, 25.36140, -18.57700], [-26.63078, 26.48594, -19.60984], [-19.57762, 17.69164, -0.30791], [-19.48588, 18.61957, -1.49130], [-20.31578, 19.82105, -1.22355], [-18.04222, 19.05750, -1.63123], [-20.02792, 17.93597, -2.73093], [-19.46664, 16.54600, -2.93428], [-19.69049, 16.06429, -4.27926], [-19.35014, 18.27710, 0.58296], [-18.86728, 16.87911, -0.39696], [-20.62239, 17.41395, -0.17840], [-21.37230, 19.56251, -1.17018], [-20.16163, 20.58736, -1.97794], [-20.06526, 20.20959, -0.23757], [-17.74658, 19.39132, -0.64253], [-17.98062, 19.75696, -2.45833], [-17.45866, 18.17918, -1.89773], [-19.91312, 18.59323, -3.59263], [-21.09808, 17.84511, -2.53598], [-19.91763, 15.85131, -2.22365], [-18.38741, 16.51024, -2.75124], [-19.50028, 15.12774, -4.15407]]
}